[1]
{
  "formula": "C5H4N2O3",
  "method": "ωB97M-V with the def2-TZVPD basis set",
  "species": ["O", "C", "N", "C", "C", "C", "C", "N", "O", "O", "H", "H", "H", "H"],
  "positions_angstrom": [[1.147129, -3.008295, 2.026477], [0.912315, -1.892269, 1.851542], [0.555404, -0.856223, 1.370974], [-0.056216, 0.368414, 1.559186], [-0.190802, 1.359846, 0.636692], [0.166542, 1.416567, -0.727482], [0.022246, 0.509189, -1.697105], [-0.606327, -0.801084, -1.559768], [-1.009277, -1.224133, -0.485568], [-0.724371, -1.423169, -2.620589], [-0.422001, 0.460643, 2.666479], [-0.535569, 2.351259, 0.794309], [0.522465, 2.277487, -1.106943], [0.218462, 0.461768, -2.708203]],
  "forces_ev_per_a": [[0.8, -1.0, 0.9], [-1.2, 0.4, -1.2], [0.4, 1.6, -0.1], [-0.5, 0.5, 2.1], [0.3, -1.0, 1.2], [-0.5, -4.2, -1.3], [-0.8, -1.4, 1.7], [-0.7, -1.1, 0.4], [-0.1, 0.4, -0.8], [0.2, 0.5, 0.7], [0.6, 0.4, -2.3], [-0.7, 0.5, 1.8], [1.2, 3.2, -0.9], [0.9, 1.4, -2.0]],
  "nbo_charge": [-0.479, 0.884, -0.542, 0.080, -0.303, -0.147, -0.106, 0.492, -0.378, -0.401, 0.217, 0.234, 0.218, 0.232],
  "homo_lumo_gap_ha": 0.3138,
  "de_lowest_kj_mol": 417.2,
  "mol_weight_g_mol": 140.10,
  "e_lumo_ev": -0.805,
  "smiles": "O=C=N/C=C\\C=C/[N+](=O)[O-]",
  "homo_ev": -9.34
}

=====

[2]
{
  "formula": "C10H16Si",
  "method": "ωB97M-V with the def2-TZVPD basis set",
  "species": ["C", "Si", "C", "C", "C", "C", "C", "C", "C", "C", "C", "H", "H", "H", "H", "H", "H", "H", "H", "H", "H", "H", "H", "H", "H", "H", "H"],
  "positions_angstrom": [[-0.188807, 2.669611, -1.693056], [0.193590, 1.476929, -0.303276], [-1.378578, 1.114369, 0.701304], [1.373392, 2.276429, 0.932904], [1.169508, -0.042655, -0.908633], [0.469520, -1.202359, -0.329229], [-0.646028, -1.714781, -0.955574], [-1.290627, -2.809075, -0.426801], [-0.863764, -3.365031, 0.759134], [0.161910, -2.772340, 1.447445], [0.854962, -1.701507, 0.903930], [-1.106814, 2.488444, -2.212651], [-0.219153, 3.690274, -1.287441], [0.617290, 2.538063, -2.403844], [-2.055448, 1.930439, 0.437982], [-1.102786, 1.185866, 1.749236], [-1.824606, 0.119142, 0.566149], [1.837805, 1.460110, 1.501178], [0.812301, 2.954386, 1.562626], [2.171279, 2.830409, 0.431846], [1.117606, -0.062654, -2.016185], [2.269086, -0.019832, -0.696383], [-1.016100, -1.215543, -1.843054], [-2.133262, -3.187411, -0.928065], [-1.387183, -4.196375, 1.161729], [0.476700, -3.161447, 2.405986], [1.688207, -1.283459, 1.442743]],
  "forces_ev_per_a": [[0.4, 0.0, 0.6], [0.4, 0.3, 0.8], [0.6, -0.3, -0.5], [0.0, -0.2, -0.6], [0.5, 0.6, -1.2], [0.7, 0.0, 0.3], [-0.2, -0.1, -0.2], [0.4, 0.5, 0.0], [-0.3, 0.2, 0.0], [0.8, 0.0, 0.5], [-0.3, -0.5, 0.0], [-0.6, -0.2, -0.3], [0.1, -0.2, -0.3], [0.3, 0.4, -0.3], [-0.3, -0.2, 0.2], [-0.1, 0.1, 0.2], [-0.1, 0.5, -0.2], [-0.2, 0.3, 0.2], [0.1, 0.1, 0.4], [0.0, 0.0, 0.0], [-0.1, -0.1, 0.4], [-1.0, 0.1, 0.2], [0.0, -0.2, -0.2], [-1.0, -0.6, -0.5], [-0.3, -0.6, 0.3], [0.0, -0.1, 0.1], [0.2, 0.2, 0.0]],
  "nbo_charge": [-1.116, 1.638, -1.106, -1.103, -0.879, 0.002, -0.243, -0.197, -0.192, -0.206, -0.240, 0.238, 0.241, 0.234, 0.234, 0.237, 0.250, 0.231, 0.229, 0.232, 0.236, 0.247, 0.207, 0.206, 0.202, 0.209, 0.210],
  "homo_lumo_gap_ha": 0.3499,
  "de_lowest_kj_mol": 0.0,
  "mol_weight_g_mol": 164.32,
  "e_lumo_ev": 0.945,
  "smiles": "C[Si](C)(C)Cc1ccccc1",
  "homo_ev": -8.58
}

=====

[3]
{
  "formula": "C11H12NO2",
  "method": "ωB97M-V with the def2-TZVPD basis set",
  "species": ["C", "C", "C", "C", "C", "C", "C", "C", "C", "N", "H", "H", "H", "H", "H", "H", "H", "H", "H", "C", "C", "O", "O", "H", "H", "H"],
  "positions_angstrom": [[-1.449953, 2.998036, -0.568815], [0.166397, 0.991978, -0.903456], [-0.557339, -0.413068, 0.649521], [-0.937954, 1.590385, -0.345053], [-1.479328, 0.690591, 0.645100], [-0.905500, -1.610134, 1.261199], [-1.951358, -1.608142, 2.155784], [-2.584076, 0.653557, 1.474192], [-2.783090, -0.464789, 2.303227], [0.431828, -0.178378, -0.229180], [1.192070, -0.873157, -0.436794], [0.698425, 1.248821, -1.804385], [-0.407989, -2.549296, 1.041892], [-1.290423, 3.206322, -1.633051], [-0.963991, 3.734549, 0.059237], [-2.049997, -2.464134, 2.808641], [-3.269699, 1.461947, 1.706067], [-3.550841, -0.493524, 3.054520], [-2.534616, 2.938203, -0.447322], [3.678830, -0.689797, -1.747585], [3.155496, -2.044319, -1.342562], [1.878708, -2.160077, -1.288875], [3.955895, -2.946337, -1.017602], [4.535079, -0.734875, -2.420317], [4.144349, -0.232533, -0.861887], [2.879077, -0.051830, -2.112496]],
  "forces_ev_per_a": [[-0.2, -1.6, -1.2], [-0.5, -0.3, 0.9], [-1.5, 0.0, -0.3], [-0.3, 0.7, 0.4], [1.8, -0.2, -0.6], [0.3, -0.4, 0.5], [-0.3, 0.8, 0.2], [-0.8, -0.7, 2.1], [1.2, -0.4, -0.9], [0.5, 0.0, -0.7], [-0.6, 0.0, -0.8], [0.4, 0.2, 0.2], [0.4, 0.3, 0.1], [0.1, 0.5, 0.2], [-0.1, 0.2, 0.1], [-0.5, -0.2, -0.1], [0.1, 0.3, -0.7], [-0.3, 0.2, 0.1], [0.0, 0.6, 0.3], [0.8, 0.6, 0.4], [-0.8, -1.7, 0.7], [0.7, 0.5, 0.0], [0.1, 0.7, -0.4], [-0.3, -0.2, -0.4], [-0.4, 0.0, 0.1], [0.1, 0.1, -0.2]],
  "nbo_charge": [-0.626, -0.023, 0.157, -0.107, -0.112, -0.231, -0.241, -0.218, -0.260, -0.524, 0.472, 0.207, 0.229, 0.205, 0.206, 0.197, 0.198, 0.193, 0.206, -0.734, 0.757, -0.819, -0.747, 0.210, 0.211, 0.196],
  "homo_lumo_gap_ha": 0.2896,
  "de_lowest_kj_mol": 62.7,
  "mol_weight_g_mol": 190.22,
  "e_lumo_ev": 3.293,
  "total_charge": -1,
  "homo_ev": -4.59
}

=====

[4]
{
  "formula": "C12H4Cl6O",
  "method": "ωB97M-V with the def2-TZVPD basis set",
  "species": ["Cl", "C", "C", "C", "O", "C", "C", "Cl", "C", "C", "C", "C", "Cl", "C", "Cl", "C", "Cl", "C", "Cl", "H", "H", "H", "H"],
  "positions_angstrom": [[3.486887, -0.614658, 0.632876], [1.889923, -0.920808, -0.063530], [0.941294, 0.081317, -0.113566], [-0.342374, -0.128538, -0.642827], [-1.240240, 0.915359, -0.798520], [-1.478592, 1.660068, 0.316246], [-2.192207, 1.159318, 1.454803], [-2.785636, -0.479850, 1.531608], [-2.446062, 2.017704, 2.543192], [-2.103428, 3.381104, 2.422668], [-1.364066, 3.851899, 1.341100], [-1.089465, 3.005951, 0.295465], [-0.382464, 3.669622, -1.142690], [-0.697907, -1.376677, -1.122613], [-2.278217, -1.617843, -1.844910], [0.265157, -2.410665, -1.091863], [-0.163232, -3.966492, -1.764538], [1.562311, -2.193548, -0.600530], [2.751716, -3.468666, -0.669178], [1.242577, 1.027098, 0.287093], [-2.866844, 1.610713, 3.455747], [-2.420816, 4.066870, 3.211934], [-1.076587, 4.889975, 1.327547]],
  "forces_ev_per_a": [[-1.1, -0.1, -0.5], [0.0, -1.0, -0.4], [-0.1, -0.2, 0.1], [0.4, 0.1, 0.0], [0.2, -0.8, 0.2], [-0.7, 0.2, 1.2], [0.6, 0.9, -0.1], [0.4, 0.5, -0.2], [0.5, 0.3, -1.2], [0.1, -0.8, 0.5], [-0.9, 0.1, 0.9], [-0.1, -0.4, -0.4], [0.2, -0.2, 0.1], [0.0, -0.5, -0.4], [0.9, 0.1, 0.4], [-0.1, -0.1, -0.3], [0.2, 0.6, 0.3], [0.1, 0.2, 0.2], [-0.5, 0.6, 0.1], [-0.2, 0.6, 0.0], [-0.3, 0.1, -0.2], [0.4, -0.2, -0.2], [0.1, 0.1, -0.3]],
  "nbo_charge": [0.031, -0.006, -0.299, 0.359, -0.480, 0.230, -0.062, 0.034, -0.221, -0.188, -0.226, -0.067, 0.032, -0.105, 0.055, -0.054, 0.055, -0.092, 0.054, 0.250, 0.237, 0.226, 0.237],
  "homo_lumo_gap_ha": 0.3571,
  "mol_weight_g_mol": 376.88,
  "e_lumo_ev": 0.395,
  "smiles": "Clc1cc(Oc2c(Cl)cccc2Cl)c(Cl)c(Cl)c1Cl",
  "homo_ev": -9.32
}

=====

[5]
{
  "formula": "C5H16Si4",
  "method": "ωB97M-V with the def2-TZVPD basis set",
  "species": ["C", "C", "C", "C", "C", "Si", "Si", "Si", "Si", "H", "H", "H", "H", "H", "H", "H", "H", "H", "H", "H", "H", "H", "H", "H", "H"],
  "positions_angstrom": [[0.733757, 1.637272, 0.061255], [-0.684069, 1.480754, -0.421269], [0.884407, -1.137705, 1.362239], [-0.591601, -0.742933, 1.282759], [-0.675206, -1.242131, -1.788213], [1.777341, -0.059422, -0.088413], [-1.403689, -0.251795, -0.415896], [4.092388, -0.124395, -0.371818], [-3.762957, -0.014865, -0.043391], [1.238811, 2.564430, -0.435425], [0.774214, 1.842794, 1.187655], [-1.225187, 2.341337, -0.158833], [-0.590336, 1.762810, -1.468841], [1.249902, -1.146827, 2.352610], [0.993791, -2.111311, 0.997809], [-1.203701, -1.536107, 1.726880], [-0.762493, 0.191981, 1.888280], [-0.565875, -0.675911, -2.787523], [-0.981386, -2.172492, -1.987139], [4.484947, -0.082529, -1.816545], [4.165545, -1.473053, 0.102959], [4.995850, 0.695135, 0.502848], [-4.755038, -1.142046, -0.165523], [-4.250605, 1.046288, -0.826550], [-3.938809, 0.350726, 1.310082]],
  "forces_ev_per_a": [[2.5, 0.5, 1.0], [0.5, 0.2, -2.3], [0.0, 1.7, -2.5], [-1.1, 0.3, 0.5], [0.9, 5.3, -0.9], [-2.3, 0.7, 1.1], [0.8, -0.1, 1.4], [-0.1, 0.5, -0.3], [0.5, -1.8, -0.4], [-0.7, -1.7, 0.8], [0.0, -0.3, -1.3], [-1.4, 0.8, 1.2], [-0.1, -0.4, -0.8], [0.7, 0.5, 1.1], [0.2, -1.8, -0.5], [0.1, 0.1, 0.3], [0.0, -0.9, -0.4], [0.1, -0.8, 1.6], [-0.6, -3.9, -0.4], [-0.1, 0.1, 0.4], [0.4, -1.0, 0.2], [-0.3, 0.0, -0.3], [0.5, 0.1, -0.3], [-0.5, 1.2, -1.0], [0.0, 0.5, 1.5]],
  "nbo_charge": [-0.838, -0.889, -0.794, -0.839, -0.852, 0.919, 1.148, 0.350, 0.400, 0.231, 0.219, 0.240, 0.228, 0.227, 0.218, 0.225, 0.219, 0.209, 0.176, -0.112, -0.142, -0.114, -0.130, -0.151, -0.148],
  "homo_lumo_gap_ha": [0.2846, 0.2348],
  "de_lowest_kj_mol": 3.1,
  "mol_weight_g_mol": 188.53,
  "e_lumo_ev": [-0.718, -0.905],
  "homo_ev": [-8.46, -7.30]
}

=====

[6]
{
  "formula": "C29H21BCl3FFeO7",
  "method": "ωB97M-V with the def2-TZVPD basis set",
  "species": ["Fe", "O", "C", "C", "O", "O", "C", "C", "C", "C", "C", "C", "C", "C", "C", "C", "C", "C", "H", "H", "H", "H", "H", "H", "H", "H", "H", "H", "H", "F", "C", "C", "C", "C", "C", "C", "C", "H", "H", "H", "H", "H", "H", "O", "B", "O", "C", "C", "C", "C", "C", "C", "H", "H", "H", "H", "Cl", "C", "Cl", "Cl", "C", "O", "O"],
  "positions_angstrom": [[-16.373075, -3.409548, -3.880321], [-17.893052, -3.525594, -4.961950], [-19.079096, -3.578592, -3.994249], [-18.663430, -4.253086, -2.654391], [-19.377176, -4.607535, -1.835584], [-17.345836, -4.216271, -2.477193], [-20.049931, -4.515795, -4.820907], [-20.151426, -5.895650, -4.598134], [-20.671184, -6.879714, -5.494264], [-21.348273, -6.303598, -6.624767], [-21.365912, -4.977798, -6.836181], [-20.792282, -4.042604, -5.818788], [-19.458654, -2.157606, -3.540654], [-18.545100, -1.219394, -3.594632], [-18.970113, 0.046295, -3.323198], [-20.361757, 0.303946, -2.873014], [-21.360301, -0.656707, -3.150839], [-20.846685, -1.906669, -3.314821], [-10.585579, -3.711532, -1.663602], [-19.633304, -6.370224, -3.725690], [-21.044102, -7.810121, -5.089798], [-21.862443, -7.097509, -7.346762], [-22.202768, -4.672906, -7.623368], [-21.158187, -3.043373, -5.870891], [-17.479037, -1.291183, -3.722610], [-18.488587, 1.072142, -3.421354], [-20.627595, 1.196486, -2.392687], [-22.400965, -0.252654, -3.115825], [-21.724709, -2.771167, -3.119450], [-9.571660, -5.762017, 0.195084], [-10.798518, -5.038205, 0.368867], [-11.803637, -5.573323, 1.279422], [-13.210869, -5.235561, 1.267595], [-13.492680, -4.099382, 0.386473], [-15.000459, -3.994787, 0.272800], [-12.458298, -3.478584, -0.541941], [-11.158116, -4.125467, -0.551344], [-11.324423, -6.591440, 1.627247], [-13.495419, -5.949378, 2.055616], [-15.319613, -3.334025, -0.391890], [-15.249429, -3.924309, 1.199884], [-12.951431, -2.650454, -0.963986], [-22.199032, -11.294070, -8.193407], [-16.094242, -6.501293, 0.134041], [-15.379262, -5.551600, -0.598947], [-14.906278, -5.882552, -1.898512], [-15.449719, -7.169510, -2.071245], [-15.455545, -7.860862, -3.245287], [-15.738059, -9.084263, -2.978480], [-16.583878, -9.483811, -1.872067], [-16.748722, -8.601589, -0.788251], [-16.339802, -7.277221, -1.055000], [-15.104477, -7.535710, -4.131419], [-21.885116, -11.587788, -8.705316], [-17.150510, -10.421399, -1.727329], [-17.162541, -9.077859, 0.217373], [-14.572509, -3.906895, -5.725764], [-15.079372, -2.417537, -4.762092], [-7.705704, -0.145288, 3.678486], [-15.221975, -0.940144, -5.723832], [-14.238225, -2.332307, -3.466727], [-13.443901, -1.506082, -3.149345], [-14.865291, -3.320679, -2.832502]],
  "forces_ev_per_a": [[-2.2, -1.4, 0.1], [-1.1, 0.3, 2.5], [1.3, -1.6, -1.3], [5.2, 2.1, -3.9], [-4.8, -2.2, 4.1], [-0.3, -0.2, -0.1], [1.1, 0.3, 2.1], [1.9, -3.2, 0.3], [-1.6, 3.9, 0.7], [0.3, -4.4, -0.6], [-2.1, 2.9, 0.4], [-2.8, -1.3, -4.1], [-4.2, -4.5, -1.3], [2.3, 3.6, 0.1], [-3.7, 4.3, 2.2], [2.1, -2.0, -2.7], [1.2, 2.6, 1.6], [-2.5, -3.2, 0.1], [-0.9, -1.6, 4.0], [-0.6, 0.9, -0.5], [0.8, -0.5, -0.3], [0.9, 2.1, 1.4], [2.3, 0.0, 1.6], [0.5, 0.9, -0.3], [0.0, -0.6, -0.7], [0.5, -2.0, 0.4], [-0.2, 1.6, 0.0], [0.7, -1.3, 0.3], [3.0, 1.8, -1.2], [-2.1, 1.3, 0.6], [-0.7, -2.3, 0.6], [2.4, -1.5, -1.9], [6.4, 0.6, -0.5], [1.2, -1.5, -0.7], [3.7, -5.2, -5.4], [-1.9, -4.7, 5.2], [-0.7, 4.7, -5.2], [-1.5, 2.0, 0.3], [-2.2, 1.0, -0.7], [-1.5, 3.5, -2.4], [-2.9, 0.3, 5.5], [0.7, 0.9, -1.6], [-1.6, 1.5, 2.6], [0.1, 0.9, -4.3], [1.4, 4.2, 2.5], [-0.2, -0.5, 1.4], [-1.0, 6.1, 0.2], [1.5, 1.3, 1.1], [-4.6, -5.3, 1.7], [0.5, -0.3, 0.5], [-1.3, -1.7, -0.2], [0.4, -5.3, 4.9], [1.5, 1.4, -2.7], [1.6, -1.5, -2.6], [1.1, 0.1, -0.7], [0.6, 1.7, -2.3], [0.1, 0.6, -0.2], [1.6, 1.2, -1.3], [0.1, 0.1, 0.1], [0.0, -0.6, 0.2], [-1.9, -0.7, -1.5], [0.5, -0.1, 0.6], [1.6, 0.8, 1.3]],
  "mulliken_spin": [3.094, 0.028, 0.008, -0.018, 0.012, 0.000, 0.008, -0.005, 0.001, 0.000, 0.001, 0.005, 0.011, 0.005, -0.005, 0.001, 0.000, 0.000, 0.000, -0.001, 0.000, 0.000, 0.000, 0.000, -0.010, 0.000, 0.000, 0.000, 0.000, 0.000, 0.000, 0.000, 0.000, -0.001, 0.000, 0.002, 0.000, 0.000, 0.000, -0.002, 0.000, -0.001, 0.000, 0.004, 0.002, 0.007, 0.035, -0.062, 0.932, -0.005, 0.028, -0.007, 0.042, 0.000, 0.019, 0.002, 0.027, -0.161, 0.000, -0.011, 0.019, 0.003, -0.008],
  "homo_lumo_gap_ha": [0.2061, 0.1712],
  "mol_weight_g_mol": 673.49,
  "e_lumo_ev": [3.607, 2.657],
  "total_charge": -2,
  "homo_ev": [-2.00, -2.00],
  "multiplicity": 5
}